(1)
{
  "formula": "C28H26BrFIIrN4O4S",
  "method": "ωB97M-V/def2-TZVPD",
  "elements": ["Ir", "O", "N", "C", "C", "C", "C", "C", "S", "H", "H", "H", "H", "F", "C", "C", "C", "C", "O", "C", "C", "N", "C", "C", "C", "C", "C", "C", "N", "C", "C", "N", "C", "C", "C", "O", "O", "H", "H", "H", "H", "H", "H", "H", "H", "H", "H", "H", "H", "H", "H", "H", "H", "H", "H", "Br", "C", "C", "C", "C", "C", "C", "I", "H", "H", "H", "H"],
  "coordinates": [[2.833691, -2.375837, 0.324697], [4.734062, -2.575881, -0.237003], [5.335357, -3.785891, -0.203338], [6.517839, -3.921239, -0.841487], [7.157999, -5.124393, -0.835229], [6.566854, -6.205726, -0.163480], [5.373867, -6.025532, 0.489980], [4.755786, -4.769221, 0.471850], [3.296742, -4.430512, 1.308807], [6.886073, -3.031334, -1.328482], [8.103270, -5.226245, -1.346014], [7.043715, -7.175795, -0.156994], [4.887464, -6.827147, 1.027053], [-0.735081, 3.255382, 1.579581], [-1.263429, 2.086163, 1.164905], [-0.446996, 0.998855, 1.088438], [-0.954306, -0.238400, 0.673994], [-0.067468, -1.377155, 0.506625], [1.137325, -1.275587, 0.884363], [-0.638354, -2.519871, -0.068177], [-1.992955, -2.585343, -0.248444], [-2.835665, -1.570794, -0.013313], [-4.272642, -1.764977, -0.092004], [-5.040568, -1.293620, -1.292344], [-4.853092, -2.759752, -1.039433], [-2.322412, -0.346640, 0.396494], [-3.141098, 0.784567, 0.490505], [-2.632744, 2.024202, 0.835170], [-3.447362, 3.167359, 0.772705], [-4.814990, 3.153559, 1.261558], [-5.737597, 3.716972, 0.170514], [-4.927236, 4.650752, -0.688600], [-3.988125, 5.456647, 0.157966], [-2.898154, 4.516825, 0.700434], [0.188172, -3.688587, -0.505990], [-0.364582, -4.730238, -0.773353], [1.462096, -3.468983, -0.640870], [0.600702, 1.089149, 1.343066], [-2.413566, -3.519813, -0.592922], [-4.743642, -1.673631, 0.879116], [-4.476425, -0.869683, -2.113193], [-6.021697, -0.860052, -1.151968], [-4.202370, -3.298617, -1.713381], [-5.687789, -3.347612, -0.686984], [-4.193043, 0.683140, 0.263962], [-4.893256, 3.763138, 2.167779], [-5.124756, 2.146845, 1.524393], [-6.559612, 4.279987, 0.608747], [-6.150915, 2.939490, -0.468519], [-5.543711, 5.250674, -1.236749], [-4.368424, 4.095680, -1.338876], [-4.577956, 5.906708, 0.953973], [-3.555505, 6.257292, -0.436641], [-2.562056, 4.903357, 1.666078], [-2.042316, 4.516047, 0.028487], [3.100356, -0.434802, -1.606261], [4.138596, 0.944936, -0.813227], [4.613189, 1.917938, -1.682337], [5.329436, 2.994855, -1.187634], [5.560891, 3.108929, 0.175268], [5.103800, 2.127159, 1.038951], [4.403677, 1.034224, 0.541455], [3.840614, -0.404713, 1.949480], [4.416845, 1.826365, -2.741979], [5.703248, 3.744166, -1.871821], [6.106629, 3.955103, 0.569530], [5.293585, 2.207174, 2.101092]],
  "forces_ev_per_angstrom": [[-0.473, 1.171, 0.681], [0.162, -0.306, -0.566], [0.173, -0.029, -0.146], [0.077, 0.141, -0.106], [0.007, -0.143, 0.070], [-0.067, 0.113, 0.031], [0.093, -0.054, -0.013], [-0.190, -0.259, 0.177], [-0.677, 0.548, 0.580], [-0.071, 0.020, -0.012], [-0.012, 0.013, -0.018], [0.025, 0.015, -0.010], [0.003, -0.006, -0.018], [-0.058, 0.007, 0.011], [0.046, -0.004, 0.015], [0.012, -0.018, -0.048], [0.120, 0.051, 0.088], [-0.113, 0.111, 0.063], [-0.056, -0.256, 0.046], [0.114, -0.043, -0.056], [-0.007, -0.059, 0.076], [-0.003, -0.031, -0.034], [-0.041, -0.008, 0.090], [-0.055, 0.070, -0.175], [0.004, -0.116, -0.098], [0.055, 0.038, 0.009], [-0.207, -0.083, 0.071], [0.078, 0.081, -0.139], [-0.055, 0.007, 0.034], [0.152, 0.049, 0.005], [-0.116, -0.178, 0.232], [-0.047, 0.039, 0.071], [0.171, 0.060, 0.145], [0.011, -0.078, -0.009], [-0.150, 0.075, 0.438], [0.152, -0.014, -0.195], [0.816, -0.810, -1.170], [-0.007, 0.008, 0.008], [-0.026, 0.003, 0.020], [-0.006, -0.012, 0.000], [0.063, -0.023, 0.039], [0.014, -0.010, 0.101], [0.047, 0.064, 0.003], [-0.017, 0.059, 0.049], [0.045, 0.030, -0.134], [-0.028, -0.040, 0.036], [-0.015, 0.010, 0.012], [0.006, 0.091, -0.101], [0.075, 0.037, -0.101], [0.018, 0.020, -0.021], [-0.035, -0.023, -0.031], [-0.085, -0.040, -0.038], [-0.047, -0.025, -0.074], [-0.004, 0.012, 0.008], [0.000, 0.002, -0.014], [-0.277, -0.057, 0.087], [0.021, 0.111, -0.005], [-0.020, 0.006, -0.027], [-0.009, -0.012, -0.006], [-0.007, -0.016, 0.011], [0.034, 0.037, -0.051], [-0.003, -0.040, 0.073], [0.335, -0.310, 0.043], [0.008, 0.022, 0.001], [-0.008, 0.003, 0.007], [0.009, -0.012, -0.002], [0.044, -0.012, -0.012]],
  "mulliken_charge": [1.102, -0.469, 0.243, -0.173, -0.767, -0.139, -0.863, 0.831, -0.348, 0.457, 0.414, 0.419, 0.408, -0.348, 0.157, -0.723, 0.403, 1.572, -0.793, -0.372, -0.197, 0.379, -0.323, -0.395, -1.030, -0.327, -0.431, -0.840, 0.241, -0.764, -0.717, -0.137, -0.726, -0.692, 0.276, -0.646, -0.681, 0.568, 0.707, 0.497, 0.221, 0.299, 0.327, 0.269, 0.690, 0.340, 0.477, 0.380, 0.441, 0.352, 0.373, 0.359, 0.379, 0.379, 0.512, -0.021, 0.796, -0.622, -0.572, -0.636, -0.556, 0.273, 0.165, 0.410, 0.401, 0.402, 0.390],
  "de_lowest_kj_mol": 149.4,
  "homo_lumo_gap_ev": 7.1,
  "total_charge": 2,
  "mol_weight_da": 932.6,
  "energy_ha": -5076.0918
}

(2)
{
  "formula": "C28H26FeN9SSe2",
  "method": "ωB97M-V/def2-TZVPD",
  "elements": ["Fe", "C", "C", "C", "C", "C", "C", "N", "C", "C", "C", "C", "C", "C", "N", "N", "C", "C", "C", "C", "C", "N", "H", "H", "H", "H", "H", "H", "H", "H", "H", "H", "H", "H", "H", "N", "N", "C", "N", "S", "H", "H", "H", "H", "H", "Se", "Se", "C", "C", "C", "C", "C", "N", "C", "C", "C", "C", "C", "N", "H", "H", "H", "H", "H", "H", "H", "H"],
  "coordinates": [[-0.549836, -0.195523, 0.518126], [4.563410, -1.762062, -2.539042], [3.525688, -1.273198, -3.321583], [2.543897, -0.478390, -2.759930], [2.558100, -0.179279, -1.380604], [3.639918, -0.636751, -0.617231], [4.626496, -1.416170, -1.193879], [1.458830, 0.515456, -0.853112], [1.086659, 1.625563, -1.543661], [2.014304, 2.525206, -2.115450], [1.574957, 3.672659, -2.731853], [0.204739, 3.962343, -2.817973], [-0.725948, 3.072117, -2.325885], [-0.293040, 1.898367, -1.708936], [-1.110446, 0.829919, -1.372033], [-2.251577, 0.832937, -1.851045], [-3.101055, -0.190589, -1.429010], [-4.244325, -0.421479, -2.177997], [-5.126705, -1.400135, -1.753591], [-4.850131, -2.077150, -0.579022], [-3.692593, -1.755974, 0.119877], [-2.810616, -0.853633, -0.299932], [5.327782, -2.390031, -2.977238], [3.489263, -1.501307, -4.379786], [1.727129, -0.104072, -3.367117], [3.747646, -0.301306, 0.399162], [5.467538, -1.738160, -0.592909], [3.072520, 2.321349, -2.009533], [2.291718, 4.363542, -3.156608], [-0.122893, 4.881769, -3.284876], [-1.787554, 3.248834, -2.427876], [-4.418109, 0.168170, -3.068488], [-6.022837, -1.617429, -2.321398], [-5.526650, -2.826603, -0.191978], [-3.473767, -2.233584, 1.066736], [-0.104546, -2.131717, -0.316859], [-0.498747, -3.290877, 0.362925], [-1.084471, -3.244704, 1.586446], [-1.463459, -4.409591, 2.114613], [-1.290570, -1.807491, 2.421988], [-0.624530, -2.050979, -1.181491], [0.887245, -2.185539, -0.530357], [-0.462986, -4.165805, -0.135923], [-1.303290, -5.302056, 1.674481], [-1.838530, -4.403215, 3.047965], [-0.310587, 1.488223, 3.738344], [1.613075, 1.959431, 2.523543], [2.201759, 0.139833, 2.685838], [3.307664, -0.178617, 3.455885], [3.686811, -1.512472, 3.523531], [2.937624, -2.453151, 2.834447], [1.841783, -2.026867, 2.101924], [1.472292, -0.747305, 2.011130], [-1.418593, 2.494651, 2.540053], [-1.797043, 3.774844, 2.906008], [-2.638178, 4.483531, 2.061787], [-3.097767, 3.860529, 0.917638], [-2.656391, 2.581656, 0.629555], [-1.797942, 1.895838, 1.396205], [3.849825, 0.594994, 3.980825], [4.543055, -1.808853, 4.115762], [3.187021, -3.505465, 2.877417], [1.223102, -2.747662, 1.577982], [-1.431636, 4.202869, 3.827839], [-2.936861, 5.495868, 2.304189], [-3.792752, 4.354300, 0.250843], [-3.014922, 2.080405, -0.258866]],
  "forces_ev_per_angstrom": [[0.077, 0.161, 1.031], [-0.022, 0.025, 0.038], [0.026, -0.032, -0.096], [-0.120, 0.053, 0.131], [0.119, -0.018, -0.327], [-0.246, 0.072, 0.113], [0.062, -0.003, -0.035], [-0.086, -0.266, 0.039], [0.037, 0.213, -0.170], [0.074, -0.095, 0.118], [-0.150, 0.122, -0.063], [0.199, 0.087, 0.016], [-0.162, -0.349, 0.154], [0.611, 0.426, -0.508], [-0.344, -0.137, 1.011], [0.035, 0.342, -0.958], [-0.497, -0.675, 0.442], [0.158, 0.252, -0.124], [-0.113, -0.132, 0.012], [-0.020, 0.113, -0.069], [0.007, -0.163, 0.109], [0.184, 0.335, -0.186], [0.001, 0.044, 0.004], [-0.024, -0.013, 0.051], [0.040, -0.043, -0.011], [-0.103, -0.083, 0.326], [-0.029, 0.008, -0.007], [-0.035, 0.004, -0.023], [-0.004, -0.003, 0.060], [0.012, -0.036, -0.011], [0.009, 0.029, -0.062], [0.000, -0.024, 0.026], [0.042, 0.024, 0.021], [0.031, 0.020, 0.020], [0.006, 0.024, -0.048], [0.022, -0.435, -0.156], [-0.305, -0.341, -0.096], [-0.128, 0.470, 0.127], [0.084, -0.113, -0.162], [-0.313, 0.163, 0.057], [-0.039, -0.143, -0.249], [0.153, 0.031, -0.081], [0.056, -0.041, -0.144], [0.028, 0.013, -0.003], [-0.039, -0.009, 0.030], [-0.226, 0.303, 0.169], [0.351, 0.002, 0.093], [-0.090, 0.262, -0.461], [0.051, -0.141, -0.079], [-0.005, 0.033, 0.013], [0.007, -0.030, 0.033], [0.155, -0.028, 0.066], [0.254, -0.159, -0.292], [-0.088, -0.401, -0.186], [-0.064, -0.019, -0.069], [-0.032, 0.069, 0.057], [-0.110, 0.062, -0.048], [0.126, -0.165, 0.118], [0.019, 0.123, -0.018], [-0.037, -0.007, 0.020], [-0.017, -0.002, -0.018], [-0.002, 0.048, -0.038], [0.394, 0.133, 0.193], [-0.004, -0.024, 0.016], [-0.009, -0.050, 0.005], [0.042, -0.035, 0.009], [-0.016, 0.146, 0.068]],
  "mulliken_spin": [3.692, 0.085, -0.044, 0.094, -0.023, 0.064, -0.032, 0.566, -0.033, 0.173, -0.076, 0.133, -0.050, 0.091, -0.005, 0.078, -0.007, 0.024, -0.008, 0.019, 0.014, 0.023, 0.004, 0.001, -0.001, -0.001, 0.000, 0.003, 0.000, 0.004, 0.000, 0.000, 0.000, 0.000, 0.001, 0.053, 0.001, -0.012, 0.004, 0.057, 0.003, -0.009, 0.001, -0.001, -0.002, 0.003, 0.012, 0.014, -0.001, -0.002, 0.000, 0.012, 0.021, 0.007, 0.001, 0.000, 0.002, 0.007, 0.046, 0.001, 0.000, 0.000, -0.002, 0.000, 0.000, 0.000, -0.006],
  "de_lowest_kj_mol": 102.2,
  "homo_lumo_gap_ev": [6.5, 5.6],
  "spin_multiplicity": 6,
  "total_charge": 2,
  "mol_weight_da": 734.4,
  "energy_ha": -8039.6551
}

(3)
{
  "formula": "C28H26HgN5O3",
  "method": "ωB97M-V/def2-TZVPD",
  "elements": ["Hg", "C", "O", "C", "C", "C", "C", "C", "C", "N", "C", "N", "C", "C", "C", "C", "C", "C", "O", "C", "N", "C", "C", "C", "C", "C", "C", "O", "C", "H", "H", "H", "H", "H", "H", "H", "H", "H", "H", "H", "H", "H", "H", "H", "H", "H", "H", "H", "H", "H", "H", "N", "C", "C", "C", "C", "C", "N", "C", "H", "H", "H", "H"],
  "coordinates": [[-1.114847, 0.388487, -0.176870], [1.376988, -4.775078, -4.631019], [2.222832, -5.367110, -3.632617], [3.291807, -4.605648, -3.237523], [4.571172, -5.026245, -3.547249], [5.672319, -4.287797, -3.132280], [5.475756, -3.120347, -2.407419], [4.191866, -2.708859, -2.071947], [3.085687, -3.454507, -2.474841], [1.762742, -3.163281, -2.102779], [1.232873, -1.952283, -1.688587], [1.821881, -0.874856, -2.290509], [1.727982, 0.504366, -2.027512], [0.923105, 1.137220, -1.100402], [0.971131, 2.514489, -0.916127], [1.827366, 3.290055, -1.685588], [2.630388, 2.679672, -2.643777], [2.587505, 1.308210, -2.800764], [3.355445, 0.640859, -3.723852], [4.728103, 1.021461, -3.803301], [0.242892, -1.858374, -0.881950], [-0.234994, -3.043947, -0.284422], [0.238965, -3.440897, 0.965835], [-0.225029, -4.594496, 1.583333], [-1.188340, -5.374179, 0.953117], [-1.665261, -4.995930, -0.292973], [-1.188120, -3.849337, -0.916838], [-1.623078, -3.606727, -2.192552], [-2.190361, -2.318861, -2.467769], [0.906266, -5.594647, -5.166287], [1.967335, -4.180335, -5.329048], [0.605054, -4.147986, -4.187547], [4.686294, -5.937108, -4.122773], [6.673442, -4.621363, -3.377992], [6.324697, -2.531663, -2.081842], [4.047931, -1.824705, -1.462144], [1.152186, -3.958773, -2.005512], [2.503686, -1.085663, -3.000256], [0.338068, 2.994329, -0.179418], [1.860180, 4.365392, -1.551381], [3.271132, 3.274283, -3.281469], [4.845395, 2.049250, -4.145522], [5.191135, 0.352993, -4.522540], [5.214277, 0.910628, -2.831762], [0.996935, -2.822727, 1.435864], [0.173756, -4.889853, 2.546547], [-1.561996, -6.275539, 1.425122], [-2.412609, -5.584624, -0.810547], [-2.902183, -2.461864, -3.277945], [-1.432834, -1.599527, -2.767226], [-2.714368, -1.930509, -1.594339], [2.866656, 3.566546, 4.740337], [2.276915, 2.623819, 4.445612], [1.533140, 1.435555, 4.079214], [1.081662, 0.547091, 5.048828], [0.350251, -0.554067, 4.644531], [0.090480, -0.718790, 3.290909], [0.537823, 0.119273, 2.352607], [1.243760, 1.174738, 2.742728], [1.300236, 0.728486, 6.093537], [-0.031931, -1.265907, 5.364954], [-0.511165, -1.552870, 2.938710], [1.597962, 1.842451, 1.961630]],
  "forces_ev_per_angstrom": [[0.775, 0.038, -0.223], [0.118, -0.066, 0.028], [-0.223, -0.060, -0.097], [0.001, -0.005, -0.103], [0.149, -0.017, -0.029], [-0.035, 0.048, -0.009], [-0.044, -0.039, -0.055], [0.040, -0.002, 0.099], [-0.086, 0.151, 0.100], [0.125, 0.063, 0.034], [0.274, 0.200, -0.282], [-0.291, 0.022, 0.123], [0.107, 0.090, 0.051], [-1.375, -0.114, 0.528], [0.471, 0.120, -0.322], [0.046, 0.017, 0.082], [-0.106, 0.083, 0.049], [0.111, -0.052, 0.159], [0.285, -0.048, -0.183], [-0.161, -0.006, 0.013], [-0.089, -0.233, 0.070], [0.132, -0.031, 0.005], [-0.035, -0.003, 0.106], [-0.015, 0.040, -0.080], [0.039, 0.039, -0.013], [0.011, -0.038, 0.089], [-0.081, -0.019, 0.090], [-0.080, 0.204, -0.217], [-0.016, -0.174, 0.043], [-0.006, -0.052, 0.009], [0.047, 0.002, -0.021], [-0.031, 0.035, 0.046], [-0.014, 0.039, 0.032], [-0.064, 0.029, 0.009], [-0.037, -0.023, 0.006], [0.025, -0.058, -0.019], [0.017, -0.079, 0.094], [0.013, -0.015, -0.098], [-0.041, -0.007, -0.064], [0.020, -0.044, -0.043], [0.020, -0.017, 0.050], [-0.012, 0.012, -0.039], [0.005, -0.043, -0.027], [-0.016, 0.004, 0.038], [-0.035, -0.036, -0.038], [-0.023, 0.025, -0.027], [0.021, 0.063, -0.031], [0.043, 0.008, -0.012], [0.003, -0.039, -0.011], [0.097, 0.035, -0.029], [-0.032, -0.012, 0.070], [-0.120, -0.183, -0.060], [-0.062, -0.188, -0.054], [0.158, 0.302, 0.105], [0.032, 0.010, 0.093], [-0.057, -0.005, 0.012], [0.021, 0.123, -0.074], [-0.068, -0.046, 0.229], [-0.002, -0.075, -0.187], [-0.019, -0.015, -0.030], [0.031, 0.033, -0.037], [0.084, 0.057, 0.021], [-0.042, -0.050, 0.032]],
  "mulliken_spin": [0.415, 0.000, 0.000, 0.000, 0.000, 0.000, 0.000, 0.001, -0.001, -0.001, 0.040, 0.017, -0.005, 0.429, 0.027, 0.021, -0.016, 0.083, 0.006, 0.002, -0.004, 0.034, -0.032, 0.005, 0.001, 0.007, -0.041, -0.002, 0.022, 0.000, 0.000, 0.000, 0.000, 0.000, 0.000, -0.001, -0.004, 0.003, 0.006, 0.003, -0.001, 0.000, 0.000, -0.001, -0.003, 0.000, 0.000, 0.000, 0.000, -0.017, 0.010, 0.000, -0.001, 0.003, 0.001, 0.019, -0.011, -0.026, 0.009, 0.000, 0.001, -0.006, 0.008],
  "de_lowest_kj_mol": 23.2,
  "homo_lumo_gap_ev": [7.2, 7.1],
  "spin_multiplicity": 2,
  "total_charge": 0,
  "mol_weight_da": 681.1,
  "energy_ha": -1735.4009
}